Record 1
An isolated ion of composition C2H3O2 and charge +1, computed with wB97M-V/def2-TZVPD.

Computed properties:
* DFT total energy: -6207.44019 eV
* Kohn-Sham gap: 11.415 eV

Structure (ORCA input):
```
! RIJCOSX wB97M-V def2-TZVPD def2/J DEFGRID3
* xyz 1 1
C -1.1283 -0.3915 -0.0994
C 1.2921 0.4876 -0.0107
O 1.6124 -0.5933 -0.1098
O -0.4494 0.6274 -0.1355
H -2.1836 -0.4164 -0.1526
H -0.6311 -1.2475 0.2242
H 1.4879 1.5337 0.2839
*
```

Record 2
A 11-piece molecular cluster, C13H48N14O11 overall, computed with wB97M-V/def2-TZVPD.

Computed properties:
* DFT total energy: -57640.66268 eV
* Kohn-Sham gap: 8.329 eV

Structure (ORCA input):
```
! RIJCOSX wB97M-V def2-TZVPD def2/J DEFGRID3
* xyz 0 1
C 4.4811 7.7581 -6.9179
C 3.9794 7.6029 -5.4798
O 3.5812 8.8569 -4.9393
H 4.7250 6.8296 -7.4367
H 5.2910 8.3879 -7.0344
H 3.7400 8.2505 -7.5986
H 4.9196 7.4296 -4.9631
H 3.4159 6.7008 -5.4210
H 4.3359 9.3086 -4.5191
C 1.9704 13.2632 -1.7525
C 2.9291 13.5918 -0.6475
O 2.5394 12.7513 0.3590
H 1.5270 12.2606 -1.9185
H 2.3020 13.7394 -2.6403
H 1.0779 13.8027 -1.5339
H 2.7333 14.6332 -0.2774
H 3.8738 13.2984 -0.9250
H 3.2883 12.4587 0.8490
C 0.1405 5.6846 -2.8830
O 1.3432 5.7376 -3.4202
N -0.6362 4.6221 -2.8535
N -0.2381 6.8015 -2.2750
H -0.3512 3.8681 -3.5345
H -1.6793 4.5062 -2.7452
H 0.3117 7.7123 -2.4444
H -0.8619 6.8200 -1.4607
C 1.0281 11.6507 -4.9773
O 0.1965 12.5128 -5.6685
N 2.1682 11.3332 -5.4060
N 0.5797 10.8594 -4.0489
H 2.5093 11.8822 -6.2550
H 2.6597 10.4962 -5.2063
H -0.4394 10.9622 -3.8110
H 1.1482 10.1315 -3.5077
C 4.6370 6.3565 -2.5482
O 5.9829 6.4170 -2.8347
N 3.8476 5.3757 -2.8164
N 4.0452 7.2717 -1.7837
H 4.2579 4.8038 -3.5407
H 2.8541 5.5222 -3.0566
H 4.7452 8.0137 -1.5589
H 3.3970 6.9130 -1.0560
C 5.3247 10.1006 -2.2638
O 5.5390 10.0664 -3.5800
N 5.8520 9.2452 -1.4486
N 4.4952 10.8665 -1.7066
H 6.5934 8.6338 -1.8099
H 5.7108 9.2099 -0.3277
H 4.1246 11.5292 -2.4342
H 3.9413 10.6458 -0.8795
C -2.2401 10.5778 -1.9788
O -2.4869 9.4448 -1.2504
N -1.9345 10.5515 -3.2465
N -2.0879 11.7777 -1.4571
H -1.9182 9.5647 -3.5296
H -2.1394 11.3115 -3.9106
H -2.3532 11.9105 -0.4765
H -1.7168 12.5309 -2.0121
C 4.3118 9.7560 1.3901
O 4.2939 11.1344 1.7531
N 3.1824 9.2065 1.3176
N 5.3612 9.1614 1.1113
H 2.3513 9.7993 1.5514
H 3.0793 8.1919 0.9722
H 6.1839 9.6601 1.4560
H 5.3521 8.1465 1.2526
C 0.0388 10.7055 0.9713
O 0.9198 10.7805 2.0175
N 0.0612 11.6571 0.0723
N -0.8812 9.8161 1.0006
H 0.7294 12.4145 -0.0137
H -0.7090 11.6540 -0.6347
H -0.7687 9.1745 1.7989
H -1.5342 9.6754 0.2224
C 1.4329 9.2566 -1.4742
O 1.7205 8.8008 -2.7277
H 1.9655 10.1066 -1.1041
H 1.6571 8.4217 -0.8565
H 0.3707 9.4261 -1.3089
H 2.4024 8.1432 -2.6760
C 1.0714 6.8511 1.0014
O 2.4377 6.7400 0.7862
H 0.4330 6.4674 0.2179
H 0.8607 7.9379 1.2132
H 0.8998 6.3206 1.9516
H 2.5773 5.7750 0.4740
*
```

Record 3
A 2-piece molecular cluster, C6H18ClN2OPSi overall, computed with wB97M-V/def2-TZVPD.

Computed properties:
* DFT total energy: -41231.10695 eV
* Kohn-Sham gap: 8.467 eV

Structure (ORCA input):
```
! RIJCOSX wB97M-V def2-TZVPD def2/J DEFGRID3
* xyz 0 1
C 2.6973 2.3195 -0.1101
C 2.1191 0.4317 -1.3317
C -0.2014 -1.6510 -1.9327
C -2.4706 -1.6774 0.6063
C -1.2311 1.1839 0.2092
C 0.0175 -0.8114 2.3305
N 2.8779 0.9749 -0.4695
N 0.2563 -1.2158 -0.6191
O 3.7785 -1.3920 0.4908
Si -0.9033 -0.6342 0.6932
P 4.1085 0.0325 0.6234
Cl 5.6709 0.3997 -0.7088
H 1.6537 2.5060 -0.1892
H 3.2123 2.4892 0.8147
H 3.2685 2.8019 -0.9271
H 1.4663 1.1367 -1.8075
H 0.9172 -1.7373 -0.1394
H 2.3058 -0.5655 -1.7038
H -0.7790 -2.5035 -1.7808
H -0.8627 -0.8865 -2.4379
H 0.8118 -1.7952 -2.5275
H -2.2149 -2.8182 0.6457
H -2.9617 -1.6407 1.6234
H -3.1156 -1.4474 -0.1444
H -1.9132 1.8021 0.8506
H -0.2276 1.6573 0.1030
H -1.7269 1.3800 -0.7965
H 0.3215 0.1587 2.6326
H -0.6033 -1.3167 3.0033
H 0.8374 -1.4181 2.1441
*
```

Record 4
An isolated molecule of C2H3NS4, computed with wB97M-V/def2-TZVPD.

Computed properties:
* DFT total energy: -46952.11367 eV
* Kohn-Sham gap: 8.376 eV

Structure (ORCA input):
```
! RIJCOSX wB97M-V def2-TZVPD def2/J DEFGRID3
* xyz 0 1
C -0.1513 -0.3061 -1.4046
C 0.1562 0.8430 -0.4709
N 0.4012 -0.3539 -2.5471
S 1.2217 2.1259 -1.5806
S 1.3877 0.7204 -3.1304
S -1.3067 1.6738 0.0823
S 1.1470 0.4640 1.0027
H -0.8648 -0.9381 -1.0020
H -1.3929 2.5165 -1.0810
H 2.2309 0.0930 0.2379
*
```

Respective E_HOMO values: -17.890, -8.577, -8.310, -8.350 eV.
Respective ΔE to the lowest compared entry with this formula, charge and spin values: 0.462, 9.307, 1.716, 0.779 eV.